This record from the OMol25 dataset describes C36H32FN8O4RhS2 as an isolated structure. The level of theory is ωB97M-V with the def2-TZVPD basis set.

Output
Orbital gap (spin up / spin down)   0.236 / 0.236 Ha
Net charge   0
Calculated total energy   -3136.795043 Ha
HOMO energy (spin up / spin down)   -7.0 / -7.0 eV
Multiplicity   1

Last column: Mulliken charge in e.
Cartesian coordinates (Å):
Rh1 -0.4884 -0.3044 -0.3015  0.0158
C1 3.0496 -0.2218 -1.3231  -1.6572
C2 2.2172 -0.0973 -0.0942  0.9014
N1 1.3212 -1.1114 0.1070  -0.1461
N2 1.4152 -1.6062 1.4278  -0.5649
C3 0.3246 -2.0136 1.9406  0.5735
S1 -1.2530 -1.7348 1.2562  -0.3467
S2 0.3578 -2.9641 3.4357  -0.1875
C4 1.8224 -2.2571 4.2169  -0.9777
C5 1.7064 -0.8416 4.7373  0.5408
C6 0.4895 -0.2135 4.9691  -0.0897
C7 0.4481 1.0432 5.5602  -0.6775
C8 1.6203 1.6900 5.9192  -0.4055
C9 2.8418 1.0832 5.6593  -0.5453
C10 2.8812 -0.1690 5.0675  -0.5250
C11 2.3124 0.9654 0.8014  1.0586
C12 3.5121 1.7200 0.9785  -1.1005
C13 3.5863 2.7149 1.8964  -0.7971
C14 2.4310 3.0340 2.6665  -0.3398
C15 1.2469 2.3965 2.4843  -0.9513
C16 1.1139 1.3726 1.4954  0.8713
O1 -0.0639 0.9723 1.2043  -0.4194
H1 2.4678 -0.7640 -2.0705  0.2791
H2 3.9061 -0.8605 -1.0844  0.4125
H3 3.4062 0.7286 -1.7166  0.4051
H4 2.6571 -2.3382 3.5224  0.3433
H5 2.0224 -2.9345 5.0514  0.4981
H6 -0.4304 -0.7100 4.6881  0.3778
H7 -0.5099 1.5164 5.7360  0.4148
H8 1.5845 2.6676 6.3834  0.4188
H9 3.7658 1.5863 5.9164  0.3892
H10 3.8372 -0.6409 4.8682  0.3761
H11 4.3865 1.4399 0.4036  0.4228
H12 4.5086 3.2555 2.0583  0.4038
H13 2.4975 3.8217 3.4075  0.4519
H14 0.3589 2.6600 3.0414  0.4982
C17 -5.0503 -0.2644 -6.2396  -0.8416
C18 -5.0845 -1.5031 -5.3576  -1.1014
N3 -3.9394 -1.5672 -4.4454  0.2142
C19 -4.0301 -0.9329 -3.2595  -0.4338
C20 -3.0307 -0.8251 -2.3382  -0.1311
C21 -3.3262 0.1215 -1.1743  0.3684
O2 -4.4894 0.4675 -1.0282  -0.7643
O3 -2.3278 0.5730 -0.5172  -0.5548
C22 -1.8180 -1.5287 -2.5893  1.5537
O4 -0.8231 -1.6046 -1.8279  -0.6778
C23 -1.6995 -2.1719 -3.8870  0.6083
C24 -0.4825 -2.7753 -4.2481  -0.9938
C25 -0.2949 -3.2236 -5.5146  0.6832
F1 0.8551 -3.8601 -5.8199  -0.4128
C26 -1.2645 -3.0500 -6.5339  -0.6632
C27 -2.4984 -2.5509 -6.1420  0.3271
C28 -2.7309 -2.1249 -4.8249  -0.3252
N4 -0.9646 -3.3812 -7.8472  -0.0642
C29 0.3108 -2.9124 -8.4043  -0.7679
C30 0.0933 -1.6541 -9.2711  -0.6621
N5 -1.1357 -0.9943 -8.8217  -0.4307
C31 -2.2861 -1.8028 -9.2426  -0.6446
C32 -2.0217 -3.2738 -8.8350  -1.0564
H15 -5.9274 -0.2362 -6.8863  0.3758
H16 -4.1579 -0.2477 -6.8675  0.1408
H17 -5.0472 0.6387 -5.6290  0.3616
H18 -5.1036 -2.4185 -5.9472  0.4519
H19 -5.9814 -1.5127 -4.7408  0.5425
H20 -4.9735 -0.4511 -3.0308  0.5701
H21 0.2933 -2.8853 -3.5018  0.5753
H22 -3.2667 -2.4153 -6.8832  0.1770
H23 0.7642 -3.7098 -8.9960  0.3966
H24 0.9934 -2.6848 -7.5943  0.3770
H25 0.0344 -1.9205 -10.3344  0.3277
H26 0.9362 -0.9728 -9.1553  0.3845
H27 -1.2038 -0.0731 -9.2393  0.2867
H28 -1.0616 -0.2334 -7.0285  0.3532
H29 -2.4337 -1.7577 -10.3283  0.4531
H30 -3.1886 -1.4056 -8.7761  0.2941
H31 -1.6990 -3.8476 -9.7049  0.4004
H32 -2.9267 -3.7527 -8.4646  0.4374
N6 0.1913 0.9352 -2.0040  -0.1675
C33 0.3913 1.0136 -3.1313  0.4258
C34 0.6866 1.1478 -4.5150  -0.1601
C35 1.9351 1.7036 -4.9293  -0.1415
N7 2.9372 2.1481 -5.2750  -0.4335
C36 -0.1780 0.7466 -5.4698  0.6941
N8 -0.9257 0.5554 -6.3642  -0.2738

***

This record from the OMol25 dataset describes C36H33BCl2MoN10O2S as an isolated structure. The level of theory is ωB97M-V with the def2-TZVPD basis set.

Output
Orbital gap (spin up / spin down)   0.260 / 0.247 Ha
Net charge   +1
Calculated total energy   -3501.119674 Ha
HOMO energy (spin up / spin down)   -10.5 / -10.8 eV
Multiplicity   4

Last column: Mulliken spin population.
Cartesian coordinates (Å):
Mo1 -0.0180 -0.5817 -0.1779  1.9258
C1 -0.2026 4.5214 2.0702  -0.0006
C2 -0.9705 3.2114 2.0196  0.0013
C3 -2.2094 1.5667 3.4322  0.0391
C4 -1.1598 0.6261 3.9498  -0.0253
N1 -0.5861 -0.0657 2.7700  0.4574
N2 -0.4107 0.5536 1.6021  0.4673
B1 -0.0434 -1.5337 2.9260  -0.0237
N3 1.4100 -1.5428 2.3909  -0.0157
C5 2.5202 -1.9514 3.0022  0.0181
C6 3.5828 -1.7592 2.1476  -0.0016
C7 3.0501 -1.2014 0.9937  0.0235
C8 3.8851 -0.7865 -0.1715  0.0005
N4 1.7076 -1.0805 1.1328  -0.0061
N5 -0.8919 -2.4984 2.0662  0.0430
C9 -1.2978 -3.7498 2.3020  0.0259
C10 -2.0737 -4.1661 1.2452  -0.0033
C11 -2.0836 -3.1033 0.3460  0.0087
C12 -2.8130 -3.0544 -0.9535  0.0016
N6 -1.3431 -2.0911 0.8442  -0.0534
N7 -0.0939 -1.9437 4.3794  0.0016
C13 -1.1340 -2.4699 5.0847  0.0013
C14 -0.9014 -2.2673 6.4142  0.0023
C15 0.3186 -1.5496 6.4559  -0.0010
C16 1.0513 -1.0582 7.6613  0.0000
N8 0.7811 -1.3378 5.2410  0.0066
H1 -0.8715 5.2920 2.4523  0.0000
H2 0.6560 4.4595 2.7382  0.0004
H3 0.1527 4.8337 1.0888  0.0005
H4 -3.1589 1.3831 2.9510  0.0029
H5 -1.3478 -0.0997 4.7313  -0.0134
H6 2.4899 -2.3296 4.0075  0.0015
H7 4.6206 -1.9749 2.3313  -0.0004
H8 4.9106 -1.0904 0.0326  0.0006
H9 3.5767 -1.2453 -1.1082  -0.0023
H10 3.8639 0.2932 -0.3074  -0.0004
H11 -1.0113 -4.2691 3.2001  0.0005
H12 -2.5797 -5.1091 1.1341  0.0006
H13 -3.5386 -3.8648 -0.9833  0.0004
H14 -3.3333 -2.1076 -1.0771  -0.0004
H15 -2.1338 -3.1720 -1.7962  -0.0005
H16 -1.9703 -2.9442 4.6013  -0.0019
H17 -1.5090 -2.5892 7.2421  0.0002
H18 1.2395 -1.8775 8.3553  -0.0001
H19 2.0063 -0.6209 7.3773  0.0000
H20 0.4648 -0.3073 8.1920  -0.0001
O1 2.0328 2.6711 0.6338  0.0105
C17 1.3547 2.2502 1.5385  0.0284
C18 1.9073 1.9010 2.8630  0.0091
C19 1.2088 1.7602 3.9883  0.0182
C20 -0.2642 1.8911 4.2253  0.0368
C21 -1.2824 2.5175 3.2773  -0.0134
C22 -0.1545 2.0117 1.3171  -0.0644
C23 -0.5468 2.1537 -0.1251  -0.0200
N9 -1.2770 1.2068 -0.5885  0.0016
N10 -1.6910 1.2929 -1.8937  0.0084
C24 -1.5820 0.1309 -2.4515  0.0155
O2 -1.1359 -0.9326 -1.7949  0.0035
C25 -1.9710 -0.0669 -3.8596  0.0029
C26 -2.4835 0.9876 -4.6137  0.0013
C27 -2.8227 0.7782 -5.9372  -0.0006
C28 -2.6538 -0.4752 -6.5153  0.0018
C29 -2.1462 -1.5259 -5.7671  -0.0008
C30 -1.8033 -1.3225 -4.4380  -0.0007
H21 2.9859 1.7988 2.8821  -0.0004
H22 1.7679 1.5063 4.8815  0.0018
H23 -0.4260 2.2381 5.2436  -0.0016
H24 -1.8971 3.3265 1.4518  0.0094
H25 -0.2581 3.0137 -0.7192  0.0039
H26 -2.6032 1.9594 -4.1556  -0.0003
H27 -3.2206 1.5954 -6.5238  0.0000
H28 -2.9206 -0.6302 -7.5525  0.0001
H29 -2.0140 -2.5030 -6.2125  0.0001
H30 -1.3996 -2.1315 -3.8469  0.0008
Cl1 1.1656 -2.6768 -1.3469  -0.0123
C31 1.5020 -1.9572 -2.9148  0.0114
C32 1.6688 -2.8296 -3.9734  -0.0035
C33 1.9217 -2.3148 -5.2327  0.0099
C34 1.9864 -0.9436 -5.4119  -0.0041
C35 1.8163 -0.0914 -4.3335  0.0110
Cl2 1.8884 1.6111 -4.6164  0.0024
C36 1.5811 -0.5716 -3.0398  0.0191
S1 1.4750 0.5642 -1.6843  0.0314
H31 1.5960 -3.8961 -3.8083  0.0006
H32 2.0581 -2.9814 -6.0724  0.0008
H33 2.1621 -0.5172 -6.3894  -0.0002

***

This record from the OMol25 dataset describes C36H33BN6PtTe as an isolated structure. The level of theory is ωB97M-V with the def2-TZVPD basis set.

Output
Orbital gap (spin up / spin down)   0.234 / 0.234 Ha
Net charge   0
Calculated total energy   -2132.462231 Ha
HOMO energy (spin up / spin down)   -6.6 / -6.6 eV
Multiplicity   1

Last column: Mulliken charge in e.
Cartesian coordinates (Å):
Pt1 0.0168 0.0961 -0.0041  3.3441
C1 2.3500 4.6819 1.5854  -1.3499
C2 1.5116 3.9071 0.6254  0.7066
C3 0.7257 4.3629 -0.4142  -1.2051
C4 0.1734 3.2143 -1.0055  -0.2703
N1 0.5863 2.1513 -0.3309  -0.4538
N2 1.4096 2.5615 0.6645  0.9563
B1 2.2292 1.5163 1.4873  -1.9246
N3 1.3820 0.6941 2.5042  1.0059
N4 0.5201 -0.2519 2.0640  -0.6269
C5 0.0498 -0.9203 3.1057  -0.2016
C6 0.6290 -0.3932 4.2731  -1.2039
C7 1.4703 0.6163 3.8499  0.6851
C8 2.3483 1.5138 4.6552  -1.3358
C9 -0.9690 -1.9714 2.9602  0.8799
C10 -1.8485 -2.2297 4.0074  -0.7041
C11 -2.8613 -3.1647 3.8602  -0.7242
C12 -3.0085 -3.8510 2.6631  -0.4874
C13 -2.1226 -3.6133 1.6215  -0.6585
C14 -1.1037 -2.6871 1.7731  -0.1024
N5 2.8550 0.5107 0.4726  1.1026
N6 2.0552 -0.2441 -0.3064  -1.1841
C15 2.8128 -1.0121 -1.0779  0.0732
C16 4.1608 -0.7459 -0.7848  -1.2596
C17 4.1424 0.2226 0.2003  0.4247
C18 5.2829 0.8870 0.8940  -1.4126
C19 2.2384 -1.9560 -2.0527  1.3907
C20 3.0861 -2.7286 -2.8448  -0.8643
C21 2.5749 -3.6240 -3.7699  -0.7556
C22 1.2029 -3.7656 -3.9225  -0.4293
C23 0.3476 -3.0027 -3.1408  -1.4814
C24 0.8614 -2.1080 -2.2164  0.3297
C25 -0.7472 3.1099 -2.1467  0.6078
C26 -0.7379 1.9883 -2.9722  -0.0544
C27 -1.6297 1.8871 -4.0281  -0.6719
C28 -2.5418 2.9047 -4.2712  -0.4578
C29 -2.5423 4.0333 -3.4642  -0.7044
C30 -1.6471 4.1376 -2.4109  -0.6509
H1 2.1780 5.7464 1.4393  0.3994
H2 3.4129 4.4831 1.4409  0.2377
H3 2.1038 4.4327 2.6175  0.2036
H4 0.6227 5.3838 -0.7404  0.5332
H5 3.0860 2.0942 2.0864  -0.1242
H6 0.4895 -0.7287 5.2865  0.5051
H7 2.1675 1.3420 5.7144  0.3963
H8 2.1491 2.5633 4.4388  0.2014
H9 3.4042 1.3284 4.4532  0.2336
H10 -1.7627 -1.6679 4.9289  0.3455
H11 -3.5439 -3.3499 4.6797  0.3816
H12 -3.8102 -4.5680 2.5418  0.4172
H13 -2.2233 -4.1520 0.6880  0.4246
H14 -0.3984 -2.5268 0.9657  0.5684
H15 5.0368 -1.1907 -1.2228  0.4578
H16 6.2209 0.4947 0.5065  0.3893
H17 5.2523 0.7082 1.9692  0.2481
H18 5.2691 1.9659 0.7369  0.2518
H19 4.1583 -2.6303 -2.7388  0.3471
H20 3.2521 -4.2134 -4.3743  0.3904
H21 0.8032 -4.4652 -4.6447  0.4086
H22 -0.7252 -3.1030 -3.2468  0.5306
H23 0.1653 -1.5223 -1.6149  0.1838
H24 -0.0078 1.2048 -2.8041  0.5679
H25 -1.6081 1.0122 -4.6661  0.4162
H26 -3.2482 2.8191 -5.0866  0.3902
H27 -3.2459 4.8340 -3.6517  0.3900
H28 -1.6680 5.0078 -1.7673  0.3777
Te1 -2.3691 0.7796 0.7022  -0.1424
C31 -3.5738 -0.6585 -0.2585  0.0655
C32 -3.4516 -0.9414 -1.6168  -0.0915
C33 -4.3127 -1.8409 -2.2288  -0.6702
C34 -5.3144 -2.4619 -1.4940  -0.4942
C35 -5.4410 -2.1852 -0.1409  -0.5176
C36 -4.5706 -1.2958 0.4772  -0.4993
H29 -2.6855 -0.4454 -2.1991  0.3826
H30 -4.2097 -2.0469 -3.2877  0.4182
H31 -5.9899 -3.1588 -1.9737  0.3898
H32 -6.2141 -2.6708 0.4422  0.4006
H33 -4.6606 -1.1031 1.5392  0.3539

***

Table of energy above the lowest of the compared OMol25 structures with the same formula, charge and spin (kcal/mol), in record order: 29.09; 113.67; 3.98